Record 1
Molecular formula: C32H48O24
Method: DFT, wB97M-V/def2-TZVPD

```
104
Properties=species:S:1:pos:R:3
C -4.810 -2.961 7.998
C -6.297 -2.772 8.046
C -6.986 -2.750 6.698
O -8.193 -3.556 6.963
C -8.028 -4.217 8.080
O -8.672 -5.255 8.401
O -6.868 -3.920 8.636
H -4.405 -2.148 7.396
H -4.491 -3.936 7.628
H -4.430 -3.056 9.015
H -6.761 -1.911 8.527
H -6.375 -3.130 5.879
H -7.233 -1.740 6.372
C 2.122 7.269 -8.837
C 2.548 6.614 -7.517
C 1.731 5.385 -7.188
O 2.737 4.418 -7.082
C 3.937 4.830 -7.429
O 4.892 4.228 -7.574
O 3.869 6.155 -7.733
H 2.654 8.220 -8.879
H 1.063 7.513 -8.920
H 2.412 6.696 -9.718
H 2.468 7.320 -6.690
H 0.995 5.079 -7.931
H 1.193 5.557 -6.255
C 5.696 6.749 -0.615
C 5.215 7.102 0.788
C 4.699 8.555 1.038
O 3.316 8.348 1.388
C 3.016 7.052 1.393
O 1.874 6.619 1.409
O 4.121 6.281 1.194
H 6.125 7.639 -1.076
H 5.025 6.344 -1.373
H 6.463 5.975 -0.633
H 6.115 7.008 1.396
H 4.877 9.077 0.099
H 5.275 9.036 1.829
C -4.569 -9.757 -1.608
C -5.555 -8.650 -1.170
C -5.618 -8.509 0.313
O -5.415 -7.163 0.537
C -4.998 -6.573 -0.570
O -4.776 -5.335 -0.610
O -4.821 -7.490 -1.521
H -3.557 -9.701 -1.206
H -4.613 -9.810 -2.696
H -4.829 -10.714 -1.155
H -6.462 -8.744 -1.768
H -4.808 -9.025 0.828
H -6.553 -8.782 0.802
C -2.580 -2.237 -5.697
C -2.049 -1.701 -7.134
C -0.748 -0.882 -7.156
O 0.135 -1.645 -7.945
C -0.593 -2.635 -8.562
O -0.149 -3.569 -9.263
O -1.792 -2.744 -7.969
H -2.600 -1.393 -5.007
H -2.005 -3.087 -5.331
H -3.570 -2.655 -5.881
H -2.844 -1.024 -7.445
H -0.487 -0.575 -6.143
H -1.037 -0.100 -7.858
C 0.208 1.023 3.250
C 0.095 0.397 1.826
C -1.278 0.713 1.130
O -0.719 1.136 -0.140
C 0.521 1.513 -0.073
O 1.171 2.103 -1.019
O 1.064 1.140 1.131
H -0.663 0.798 3.866
H 0.206 2.098 3.074
H 1.061 0.624 3.801
H 0.262 -0.679 1.780
H -1.675 1.570 1.675
H -2.007 -0.067 0.911
C 5.357 -1.854 -4.175
C 5.542 -2.688 -5.399
C 6.222 -1.939 -6.550
O 7.053 -2.945 -7.173
C 7.000 -4.008 -6.335
O 7.500 -5.096 -6.662
O 6.445 -3.760 -5.197
H 6.263 -1.768 -3.575
H 4.636 -2.378 -3.548
H 5.042 -0.832 -4.384
H 4.600 -3.166 -5.665
H 6.687 -1.000 -6.250
H 5.447 -1.596 -7.235
C 1.029 1.193 12.336
C 0.342 2.289 11.551
C 0.116 1.839 10.101
O -1.084 1.113 10.254
C -1.745 1.553 11.239
O -2.919 1.203 11.492
O -1.021 2.320 12.044
H 0.869 1.367 13.400
H 2.108 1.322 12.253
H 0.814 0.188 11.971
H 0.662 3.322 11.688
H 0.931 1.189 9.782
H -0.136 2.549 9.313
```

Energy above the lowest of the compared OMol25 structures with the same formula, charge and spin, eV: 6.467
Net charge: 0
Orbital gap, eV: 10.3
SMILES: C[C@H]1COC(=O)O1.C[C@H]1COC(=O)O1.C[C@H]1COC(=O)O1.C[C@H]1COC(=O)O1.C[C@H]1COC(=O)O1.C[C@H]1COC(=O)O1.C[C@H]1COC(=O)O1.C[C@H]1COC(=O)O1



Record 2
Molecular formula: C3H10NOPS
Method: DFT, wB97M-V/def2-TZVPD

```
17
Properties=species:S:1:pos:R:3
C 1.835 0.979 -0.521
N 1.292 -0.405 -0.695
P -0.004 -0.631 0.315
C -0.202 -2.410 0.072
O 0.082 -0.239 1.760
S -1.734 0.438 -0.794
C -2.647 0.692 0.788
H 2.874 1.005 -0.333
H 1.558 1.470 -1.414
H 1.222 1.408 0.291
H 2.009 -1.088 -0.774
H -0.554 -2.617 -0.975
H 0.724 -3.045 0.149
H -0.933 -2.652 0.778
H -2.997 1.786 0.850
H -2.016 0.542 1.661
H -3.418 0.004 0.812
```

Energy above the lowest of the compared OMol25 structures with the same formula, charge and spin, eV: 0.856
Net charge: 0
Orbital gap, eV: 9.8
SMILES: CN[P@@](C)(=O)SC